w | Here is C2H3NOS in the gas phase from OMol25. Energies are from the ωB97M-V functional and the def2-TZVPD basis.

```
! RIJCOSX wB97M-V def2-TZVPD def2/J DEFGRID3
* xyz 0 1
C 1.6686 -0.3745 -0.1924
C -0.8353 0.7548 -0.3493
N 2.1215 0.7294 0.0081
O 0.0550 1.5863 -0.4729
S 0.1672 -1.1182 -0.4092
H 2.3735 -1.3205 0.0003
H -1.4734 0.6958 0.5205
H -1.4188 0.5442 -1.2272
*
```

E_LUMO (alpha / beta)	-0.08726 / -0.08835	hartree
HOMO energy (alpha / beta)	-9.6 / -9.6	eV

=====

x | Here is C2H3NOS in the gas phase from OMol25. Energies are from the ωB97M-V functional and the def2-TZVPD basis.

```
! RIJCOSX wB97M-V def2-TZVPD def2/J DEFGRID3
* xyz 0 1
C -1.6065 0.5060 0.0367
C 0.6133 -0.1397 -0.0216
N -0.3667 0.7566 -0.0630
O 3.0275 -0.8777 0.0104
S 2.1994 0.3275 0.0495
H -2.2884 1.3358 -0.0807
H -2.0310 -0.4777 0.2425
H 0.4523 -1.4309 -0.1737
*
```

E_LUMO (alpha / beta)	-0.03571 / -0.03570	hartree
HOMO energy (alpha / beta)	-9.0 / -9.0	eV

=====

y | Here is C2H3NOS in the gas phase from OMol25. Energies are from the ωB97M-V functional and the def2-TZVPD basis.

```
! RIJCOSX wB97M-V def2-TZVPD def2/J DEFGRID3
* xyz 0 1
C 0.4778 0.0336 0.5010
C 0.1298 2.5523 0.4067
N 0.4236 1.4227 0.4110
O -0.6104 -0.6828 0.0417
S -0.9820 -0.6565 -1.6059
H 0.6188 0.0765 1.5511
H 1.4220 -0.3829 -0.0017
H -1.8031 0.3672 -1.5310
*
```

E_LUMO	0.00933	hartree
HOMO energy	-10.0	eV

=====

Most stable of them? x.

=====

w | Here is C2H3ClN2O in the gas phase from OMol25. Energies are from the ωB97M-V functional and the def2-TZVPD basis.

```
! RIJCOSX wB97M-V def2-TZVPD def2/J DEFGRID3
* xyz 0 1
C -0.0108 0.6145 0.8658
C 0.5223 -0.4381 -0.5394
N -0.6595 1.5779 0.4387
N -0.3056 -1.6280 -0.5177
O -1.3320 -1.4783 -1.1423
Cl 2.2258 -0.8987 -0.2948
H 0.0460 -0.0485 1.7272
H 0.5436 -0.0004 -1.5395
H -1.0299 2.2995 1.0020
*
```

SMILES	[H]/N=C/[C@@H](Cl)N=O
E_LUMO (alpha / beta)	-0.02489 / -0.02490	hartree
HOMO energy (alpha / beta)	-9.4 / -9.4	eV

=====

x | Here is 2 unconnected molecules or ions with the total composition C2H3ClN2O from OMol25. Energies are from the ωB97M-V functional and the def2-TZVPD basis.

```
! RIJCOSX wB97M-V def2-TZVPD def2/J DEFGRID3
* xyz 0 1
C -0.1531 -0.6301 -0.3960
C 0.7103 0.9783 0.5718
N 0.0390 -0.0651 0.8444
N 0.3259 0.1201 -1.4074
O 0.9222 1.1379 -0.7154
Cl -3.1378 -0.1224 0.5234
H -0.6028 -1.4841 -0.6414
H -4.3459 -0.7691 0.7966
H 1.0135 1.6854 1.2723
*
```

SMILES	c1ncon1.Cl
E_LUMO	0.01878	hartree
HOMO energy	-10.9	eV

=====

Most stable of them? x.

=====

w | Here is 2 unconnected molecules or ions with the total composition C4H9N4O from OMol25. Energies are from the ωB97M-V functional and the def2-TZVPD basis.

```
! RIJCOSX wB97M-V def2-TZVPD def2/J DEFGRID3
* xyz 1 1
C -0.6960 -2.0403 -2.1004
C -0.7740 -0.0858 1.5619
C 0.4295 1.4101 0.0889
C 1.7395 1.3633 -0.6883
N -0.5521 2.2373 0.1214
N -0.9262 -0.9563 2.5416
N -1.3608 -2.6703 -2.8470
N 0.3447 0.3518 0.9386
O -0.3258 -1.2799 -1.2880
H 2.1684 2.4040 -0.8771
H 1.6761 0.8640 -1.6492
H 2.3256 0.8332 0.0772
H -0.3827 2.8784 -0.6184
H -1.7232 -0.9900 3.1277
H -0.0449 -1.1956 2.9933
H -1.4777 -3.2521 -3.6546
H -1.6598 0.4062 1.2598
H 1.2394 -0.2779 1.0125
*
```

E_LUMO	-0.15484	hartree
HOMO energy	-14.2	eV

=====

x | Here is 2 unconnected molecules or ions with the total composition C4H9N4O from OMol25. Energies are from the ωB97M-V functional and the def2-TZVPD basis.

```
! RIJCOSX wB97M-V def2-TZVPD def2/J DEFGRID3
* xyz 1 1
C 0.2156 -0.2958 0.2400
C -1.5139 -1.4707 -0.8414
C -0.2043 -2.2705 -0.8923
C 1.3245 1.7596 1.1434
N -1.0859 -0.3204 0.0217
N 1.4420 2.4143 -0.0748
N 0.4083 2.5923 1.5810
N 0.7741 -1.4212 -0.2260
O 0.3444 3.2512 0.3388
H -1.8071 -1.1918 -1.7966
H -2.4190 -1.8159 -0.2695
H -0.5442 -3.2220 -0.3412
H 0.0565 -2.4427 -1.8405
H 1.8784 1.0914 1.7505
H -1.8593 0.1499 0.4137
H 1.4140 2.0573 -1.0035
H -0.1410 2.6276 2.4156
H 1.7169 -1.4926 -0.6189
*
```

E_LUMO	-0.12228	hartree
HOMO energy	-12.4	eV

=====

Most stable of them? w.

=====

w | Here is C2H4O2S2 in the gas phase from OMol25. Energies are from the ωB97M-V functional and the def2-TZVPD basis.

```
! RIJCOSX wB97M-V def2-TZVPD def2/J DEFGRID3
* xyz 0 1
C 1.9506 -0.3818 0.9014
C -0.5885 0.4747 0.0153
O 4.4277 -0.1001 0.2974
O 0.7420 1.9024 1.7706
S 3.2328 0.5675 0.8194
S 0.3241 0.5084 1.6201
H 2.1107 -1.4542 0.8830
H -1.6927 0.5984 0.1036
H -0.5724 -0.5324 -0.6721
H -0.2059 1.2469 -0.7175
*
```

E_LUMO	-0.01291	hartree
HOMO energy	-9.7	eV

=====

x | Here is 2 unconnected molecules or ions with the total composition C2H4O2S2 from OMol25. Energies are from the ωB97M-V functional and the def2-TZVPD basis.

```
! RIJCOSX wB97M-V def2-TZVPD def2/J DEFGRID3
* xyz 0 1
C 2.3844 0.0240 0.6177
C -2.0449 0.1058 -0.5948
O 4.0665 1.0210 -0.1757
O -0.6829 -1.1749 1.3058
S 1.3541 0.3992 -0.4550
S -0.6504 -0.9334 -0.1234
H 2.6745 -0.1808 1.6037
H -2.5736 -0.6165 -1.2737
H -2.7303 0.4565 0.2964
H -1.7974 0.8992 -1.2011
*
```

E_LUMO (alpha / beta)	-0.06048 / -0.05169	hartree
HOMO energy (alpha / beta)	-9.2 / -8.0	eV

=====

y | Here is 2 unconnected molecules or ions with the total composition C2H4O2S2 from OMol25. Energies are from the ωB97M-V functional and the def2-TZVPD basis.

```
! RIJCOSX wB97M-V def2-TZVPD def2/J DEFGRID3
* xyz 0 1
C 0.6325 0.0426 -0.1457
C -0.5431 0.4409 -0.8799
O 1.7144 -0.4844 -0.7541
O 0.0789 -1.1197 1.2878
S 2.1053 0.7686 0.4173
S -1.7250 1.1548 0.4421
H -1.0585 -0.3971 -1.2722
H -0.2721 1.2136 -1.4358
H 0.8025 -1.8064 1.1463
H -1.7349 0.1871 1.1943
*
```

E_LUMO	-0.02539	hartree
HOMO energy	-9.6	eV

=====

Most stable of them? w.

=====

w | Here is 2 unconnected molecules or ions with the total composition S2 from OMol25. Energies are from the ωB97M-V functional and the def2-TZVPD basis.

```
! RIJCOSX wB97M-V def2-TZVPD def2/J DEFGRID3
* xyz 0 1
S 0.0000 0.0000 1.6686
S 0.0000 0.0000 -1.6686
*
```

E_LUMO	-0.18905	hartree
HOMO energy	-9.6	eV

=====

x | Here is 2 unconnected molecules or ions with the total composition S2 from OMol25. Energies are from the ωB97M-V functional and the def2-TZVPD basis.

```
! RIJCOSX wB97M-V def2-TZVPD def2/J DEFGRID3
* xyz 0 1
S 0.0000 0.0000 1.5421
S 0.0000 0.0000 -1.5421
*
```

E_LUMO	-0.18030	hartree
HOMO energy	-9.8	eV

=====

Most stable of them? x.

=====

w | Here is 2 unconnected molecules or ions with the total composition S2 from OMol25. Energies are from the ωB97M-V functional and the def2-TZVPD basis.

```
! RIJCOSX wB97M-V def2-TZVPD def2/J DEFGRID3
* xyz 0 1
S 0.5318 0.3901 1.7573
S -0.5318 -0.3901 -1.7573
*
```

E_LUMO	-0.19980	hartree
HOMO energy	-9.3	eV

=====

x | Here is a molecular structure, S2 from OMol25. Energies are from the ωB97M-V functional and the def2-TZVPD basis.

```
! RIJCOSX wB97M-V def2-TZVPD def2/J DEFGRID3
* xyz 0 1
S 0.2004 0.3307 1.3055
S -0.2004 -0.3307 -1.3055
*
```

E_LUMO	-0.16354	hartree
HOMO energy	-9.9	eV

=====

y | Here is S2 in the gas phase from OMol25. Energies are from the ωB97M-V functional and the def2-TZVPD basis.

```
! RIJCOSX wB97M-V def2-TZVPD def2/J DEFGRID3
* xyz 0 1
S 0.0000 0.0000 0.9403
S 0.0000 0.0000 -0.9403
*
```

E_LUMO	-0.09175	hartree
HOMO energy	-8.3	eV

=====

Most stable of them? y.